124
Properties=species:S:1:pos:R:3 method="wB97M-V/def2-TZVPD" charge=+1 spin_multiplicity=1 relative_energy_kcal_mol=5.8 e_homo_ha=-0.349
Ti 0.06 0.07 0.29
C -2.44 -3.72 0.52
C -3.59 -3.41 1.24
C -3.75 -2.11 1.65
C -2.77 -1.14 1.38
N -1.59 -1.48 0.81
C -1.49 -2.74 0.33
N -3.16 0.14 1.68
C -2.42 1.19 1.63
N -1.05 1.27 1.47
C -0.68 2.58 1.74
N 0.50 3.05 1.93
C 1.66 2.35 1.83
C 2.77 2.99 2.41
C 4.03 2.50 2.23
C 4.18 1.36 1.44
C 3.05 0.75 0.95
N 1.79 1.18 1.15
C -1.87 3.39 1.99
C -2.02 4.74 2.25
C -3.29 5.20 2.53
C -4.38 4.33 2.57
C -4.22 2.97 2.31
C -2.95 2.53 1.98
H -2.27 -4.70 0.10
H -4.33 -4.16 1.45
H -4.64 -1.78 2.17
H -0.63 -2.98 -0.25
H 2.57 3.90 2.96
H 4.89 2.98 2.67
H 5.15 0.96 1.20
H 3.16 -0.13 0.34
H -1.16 5.40 2.25
H -3.46 6.25 2.72
H -5.36 4.71 2.81
H -5.06 2.30 2.35
C -1.13 1.86 -3.63
C -0.17 2.80 -2.90
C 0.57 3.64 -3.96
P 0.84 1.92 -1.58
C 2.27 3.12 -1.20
C 1.74 4.54 -0.99
C 3.52 3.06 -2.08
C 1.76 0.57 -2.40
C 2.29 0.77 -3.68
C 3.22 -0.07 -4.26
C 3.67 0.09 -5.68
C 3.73 -1.08 -3.44
C 3.19 -1.34 -2.20
C 2.09 -0.61 -1.71
N 1.39 -1.05 -0.56
C 1.49 -2.41 -0.19
C 1.58 -3.43 -1.16
C 1.63 -4.76 -0.80
C 1.60 -5.15 0.53
C 1.70 -6.61 0.90
C 1.46 -4.16 1.49
C 1.38 -2.81 1.16
P 1.07 -1.47 2.35
C 2.76 -1.37 3.17
C 3.30 -2.70 3.70
C 2.76 -0.30 4.26
C 0.07 -2.05 3.83
C -0.79 -3.31 3.69
C -0.80 -0.86 4.27
H -1.71 2.44 -4.34
H -1.82 1.38 -2.95
H -0.57 1.10 -4.19
H -0.77 3.47 -2.28
H 0.70 3.07 -4.88
H 1.54 4.01 -3.64
H -0.05 4.51 -4.20
H 2.60 2.78 -0.22
H 1.53 5.05 -1.93
H 2.50 5.13 -0.46
H 0.84 4.54 -0.38
H 3.33 3.33 -3.11
H 3.97 2.07 -2.05
H 4.24 3.77 -1.67
H 1.96 1.64 -4.24
H 3.49 1.09 -6.05
H 3.12 -0.61 -6.31
H 4.73 -0.14 -5.79
H 4.57 -1.68 -3.79
H 3.62 -2.13 -1.61
H 1.57 -3.16 -2.21
H 1.69 -5.51 -1.58
H 2.66 -7.02 0.58
H 0.92 -7.18 0.40
H 1.61 -6.76 1.97
H 1.41 -4.45 2.53
H 3.44 -1.06 2.37
H 2.64 -3.15 4.44
H 4.26 -2.51 4.20
H 3.48 -3.42 2.90
H 2.21 -0.64 5.14
H 2.31 0.63 3.91
H 3.78 -0.09 4.58
H 0.80 -2.23 4.62
H -1.33 -3.33 2.74
H -1.53 -3.32 4.49
H -0.20 -4.22 3.77
H -1.23 -1.06 5.25
H -0.22 0.07 4.32
H -1.62 -0.71 3.57
F -2.26 -1.58 -4.13
C -1.38 -1.66 -3.13
F -0.19 -1.26 -3.60
F -1.25 -2.96 -2.80
C -1.87 -0.86 -1.88
O -3.02 -1.04 -1.57
O -0.98 -0.13 -1.31
S -3.31 2.35 -0.94
C -4.59 1.36 -1.44
N -5.23 0.58 -0.53
C -6.21 -0.29 -0.86
C -6.65 -0.39 -2.14
C -6.05 0.42 -3.12
C -5.05 1.29 -2.78
H -4.83 0.56 0.40
H -6.61 -0.89 -0.05
H -7.44 -1.09 -2.40
H -6.37 0.33 -4.15
H -4.57 1.92 -3.51